# 1
Density functional theory data (the ωB97M-V functional and the def2-TZVPD basis) for an isolated ion of composition C21H21N4O3 and charge +1 at a distorted geometry.

## Properties
LUMO	-3.40	eV
gap between HOMO and LUMO	6.5	eV
SMILES	COc1ccc(OC)c(Nc2nc([NH2+]Cc3ccco3)c3ccccc3n2)c1
charge	+1
ΔE to the lowest compared entry with this formula, charge and spin	46.0	kJ/mol

Bonds (Å) are listed after each position.
Atoms and positions in Å:
1 C -5.54791 -2.76218 1.16059  O2 1.410, H29 1.094, H30 1.088, H31 1.094
2 O -4.21748 -2.41742 0.84461  C1 1.410, C3 1.356
3 C -3.96068 -1.16549 0.39150  O2 1.356, C4 1.389, C28 1.397
4 C -4.90780 -0.16596 0.21248  C3 1.389, C5 1.388, H32 1.077
5 C -4.52780 1.08400 -0.25749  C4 1.388, C6 1.382, H33 1.078
6 C -3.20691 1.35970 -0.55630  C5 1.382, O7 1.374, C9 1.410
7 O -2.72795 2.55922 -1.02362  C6 1.374, C8 1.411
8 C -3.65165 3.60318 -1.23986  O7 1.411, H34 1.093, H35 1.093, H36 1.089
9 C -2.24437 0.34438 -0.37770  C6 1.410, N10 1.397, C28 1.380
10 N -0.92929 0.68641 -0.70414  C9 1.397, C11 1.333, H37 1.014
11 C 0.19034 -0.03672 -0.66365  N10 1.333, N12 1.372, N27 1.320
12 N 1.31064 0.64316 -1.06832  C11 1.372, C13 1.294
13 C 2.43317 0.00065 -1.04749  N12 1.294, N14 1.487, C21 1.398
14 N 3.58933 0.87215 -1.38776  C13 1.487, C15 1.512, H38 1.030, H39 1.026
15 C 4.28784 1.35416 -0.13637  N14 1.512, C16 1.485, H40 1.090, H41 1.092
16 C 3.29626 1.95768 0.78938  C15 1.485, C17 1.367, O20 1.354
17 C 2.80010 3.22545 0.90811  C16 1.367, C18 1.414, H42 1.071
18 C 1.80996 3.16488 1.91548  C17 1.414, C19 1.362, H43 1.069
19 C 1.77191 1.86712 2.32616  C18 1.362, O20 1.338, H44 1.072
20 O 2.66126 1.12864 1.65183  C16 1.354, C19 1.338
21 C 2.60403 -1.33760 -0.68011  C13 1.398, C22 1.410, C26 1.438
22 C 3.80121 -2.08201 -0.67892  C21 1.410, C23 1.366, H45 1.082
23 C 3.78788 -3.38318 -0.26321  C22 1.366, C24 1.409, H46 1.079
24 C 2.58952 -3.98796 0.16492  C23 1.409, C25 1.365, H47 1.079
25 C 1.41103 -3.29928 0.16957  C24 1.365, C26 1.413, H48 1.078
26 C 1.37449 -1.95273 -0.25740  C21 1.438, C25 1.413, N27 1.331
27 N 0.22073 -1.29013 -0.24997  C11 1.320, C26 1.331
28 C -2.62284 -0.89748 0.09138  C3 1.397, C9 1.380, H49 1.075
29 H -6.20052 -2.68614 0.28582  C1 1.094
30 H -5.51114 -3.79811 1.49236  C1 1.088
31 H -5.94311 -2.13826 1.96781  C1 1.094
32 H -5.94876 -0.33586 0.43177  C4 1.077
33 H -5.28859 1.83640 -0.38487  C5 1.078
34 H -4.40020 3.32520 -1.98678  C8 1.093
35 H -4.15003 3.89386 -0.31098  C8 1.093
36 H -3.06528 4.44158 -1.61200  C8 1.089
37 H -0.83343 1.63938 -1.03569  N10 1.014
38 H 3.17998 1.68354 -1.87150  N14 1.030
39 H 4.24824 0.38564 -2.00542  N14 1.026
40 H 5.04828 2.08100 -0.42338  C15 1.090
41 H 4.75226 0.48866 0.34036  C15 1.092
42 H 3.11047 4.09396 0.36420  C17 1.071
43 H 1.21554 3.97542 2.28064  C18 1.069
44 H 1.17905 1.36754 3.06592  C19 1.072
45 H 4.72708 -1.63405 -1.01479  C22 1.082
46 H 4.69949 -3.95971 -0.26240  C23 1.079
47 H 2.61413 -5.01711 0.48820  C24 1.079
48 H 0.48585 -3.75199 0.48599  C25 1.078
49 H -1.88948 -1.67179 0.22775  C28 1.075

# 2
Density functional theory data (the ωB97M-V functional and the def2-TZVPD basis) for a 2-piece molecular cluster, C2H10N7 overall at a distorted geometry.

## Properties
LUMO	-4.97	eV
gap between HOMO and LUMO	9.0	eV
charge	+1
ΔE to the lowest compared entry with this formula, charge and spin	137.3	kJ/mol

Bonds (Å) are listed after each position.
Atoms and positions in Å:
1 C 0.09289 0.69913 0.68051  C2 1.650, N3 1.365, N6 1.322
2 C 0.79678 -0.49243 -0.21780  C1 1.650, N5 1.508, N7 1.391, N8 1.377
3 N 0.78112 1.83711 0.37267  C1 1.365, N4 1.273
4 N 1.63466 1.64595 -0.55290  N3 1.273, N5 1.272
5 N 1.84515 0.41756 -0.80765  C2 1.508, N4 1.272, H10 1.019
6 N -0.63414 0.61366 1.78102  C1 1.322, H11 0.977, H12 0.959
7 N 1.26339 -1.44306 0.68397  C2 1.391, H13 0.970, H14 1.036
8 N 0.16349 -1.10160 -1.27793  C2 1.377, H15 1.013, H16 0.970
9 N -2.04699 0.70753 -0.68232  H17 1.026, H18 1.043, H19 0.984
10 H 2.47151 0.11034 -1.54988  N5 1.019
11 H -0.74520 1.40353 2.34434  N6 0.977
12 H -0.97491 -0.23624 2.06494  N6 0.959
13 H 1.71477 -2.17329 0.23342  N7 0.970
14 H 1.39079 -1.19363 1.68138  N7 1.036
15 H -0.37892 -0.48520 -1.87054  N8 1.013
16 H -0.27825 -1.88808 -0.92087  N8 0.970
17 H -2.38700 1.01384 0.23609  N9 1.026
18 H -2.00052 -0.32626 -0.81068  N9 1.043
19 H -2.70863 0.89114 -1.38775  N9 0.984

# 3
Density functional theory data (the ωB97M-V functional and the def2-TZVPD basis) for a 4-piece molecular cluster, C20H39BN4O7 overall.

## Properties
LUMO	-0.40	eV
gap between HOMO and LUMO	8.2	eV
SMILES	O=C1NC(=O)c2c(B(O)O)cccc21.COC[C@@H](C)N.COC[C@@H](C)N.COC[C@@H](C)N
charge	0

Bonds (Å) are listed after each position.
Atoms and positions in Å:
1 O -5.65865 4.97195 5.01012  C2 1.200
2 C -5.22437 3.98127 4.49067  O1 1.200, N3 1.403, C14 1.495
3 N -3.86615 3.66069 4.34512  C2 1.403, C4 1.399, H15 1.008
4 C -3.67220 2.59713 3.45697  N3 1.399, O5 1.201, C6 1.489
5 O -2.63625 2.28750 2.93328  C4 1.201
6 C -5.02460 2.00423 3.26257  C4 1.489, C7 1.386, C14 1.388
7 C -5.37047 0.83217 2.60850  C6 1.386, B8 1.589, C11 1.401
8 B -4.24966 -0.07672 1.94425  C7 1.589, O9 1.387, O10 1.367
9 O -4.01280 0.05071 0.58407  B8 1.387, H16 0.963
10 O -3.47102 -0.91938 2.68663  B8 1.367, H17 0.960
11 C -6.74251 0.55248 2.56183  C7 1.401, C12 1.398, H18 1.084
12 C -7.68957 1.40285 3.14078  C11 1.398, C13 1.393, H19 1.082
13 C -7.30824 2.56457 3.80742  C12 1.393, C14 1.380, H20 1.082
14 C -5.95721 2.84353 3.85530  C2 1.495, C6 1.388, C13 1.380
15 H -3.14362 4.34426 4.51115  N3 1.008
16 H -4.70011 -0.38796 0.07251  O9 0.963
17 H -3.94855 -1.51555 3.26866  O10 0.960
18 H -7.09219 -0.34247 2.05950  C11 1.084
19 H -8.74118 1.15727 3.06923  C12 1.082
20 H -8.03381 3.22690 4.26115  C13 1.082
21 C 1.39369 -1.66737 -0.31861  O22 1.410, H27 1.095, H28 1.093, H29 1.092
22 O 0.26807 -1.04312 0.25810  C21 1.410, C23 1.417
23 C 0.28604 0.37377 0.24887  O22 1.417, C24 1.533, H30 1.093, H31 1.099
24 C -0.13967 1.01507 -1.07691  C23 1.533, C25 1.524, N26 1.466, H32 1.094
25 C 0.91883 0.93057 -2.17032  C24 1.524, H33 1.091, H34 1.091, H35 1.091
26 N -1.40314 0.47032 -1.58192  C24 1.466, H36 1.017, H37 1.017
27 H 2.31129 -1.10153 -0.12705  C21 1.095
28 H 1.27017 -1.81298 -1.39510  C21 1.093
29 H 1.49264 -2.65087 0.14536  C21 1.092
30 H -0.42851 0.67498 1.01859  C23 1.093
31 H 1.27522 0.73970 0.55616  C23 1.099
32 H -0.30244 2.07528 -0.86142  C24 1.094
33 H 0.95320 -0.05673 -2.63295  C25 1.091
34 H 0.69353 1.64466 -2.96337  C25 1.091
35 H 1.90739 1.16928 -1.77465  C25 1.091
36 H -2.13105 0.63443 -0.89109  N26 1.017
37 H -1.31186 -0.54193 -1.61082  N26 1.017
38 C 1.15010 -8.52693 -0.45073  O39 1.413, H44 1.095, H45 1.093, H46 1.090
39 O 0.95641 -7.28730 0.20007  C38 1.413, C40 1.414
40 C 1.93466 -6.30123 -0.06218  O39 1.414, C41 1.534, H47 1.093, H48 1.099
41 C 1.74607 -5.53476 -1.37727  C40 1.534, C42 1.526, N43 1.465, H49 1.095
42 C 2.13393 -6.32836 -2.62114  C41 1.526, H50 1.090, H51 1.089, H52 1.092
43 N 0.38146 -5.02830 -1.54148  C41 1.465, H53 1.016, H54 1.017
44 H 2.21377 -8.77152 -0.53274  C38 1.095
45 H 0.70092 -8.54080 -1.44683  C38 1.093
46 H 0.66133 -9.29095 0.15301  C38 1.090
47 H 1.84847 -5.58694 0.76084  C40 1.093
48 H 2.93942 -6.74263 -0.00745  C40 1.099
49 H 2.41160 -4.66675 -1.32218  C41 1.095
50 H 1.36419 -7.05040 -2.89364  C42 1.090
51 H 2.25776 -5.65494 -3.46860  C42 1.089
52 H 3.07272 -6.86605 -2.47403  C42 1.092
53 H 0.16710 -4.39737 -0.77412  N43 1.016
54 H -0.25703 -5.80914 -1.41490  N43 1.017
55 C 5.62142 6.02585 -0.83244  O56 1.414, H61 1.095, H62 1.093, H63 1.089
56 O 4.33267 6.18492 -1.39096  C55 1.414, C57 1.413
57 C 4.03974 5.35451 -2.49647  O56 1.413, C58 1.533, H64 1.093, H65 1.099
58 C 3.60697 3.92761 -2.13836  C57 1.533, C59 1.526, N60 1.465, H66 1.095
59 C 4.75173 3.02312 -1.69227  C58 1.526, H67 1.090, H68 1.090, H69 1.092
60 N 2.55549 3.89746 -1.11926  C58 1.465, H70 1.016, H71 1.017
61 H 6.36479 5.80295 -1.60422  C55 1.095
62 H 5.64441 5.23942 -0.07404  C55 1.093
63 H 5.88655 6.96767 -0.35321  C55 1.089
64 H 3.20600 5.84237 -3.00766  C57 1.093
65 H 4.88796 5.34174 -3.19468  C57 1.099
66 H 3.18663 3.49689 -3.05294  C58 1.095
67 H 5.04812 3.22676 -0.66319  C59 1.090
68 H 4.44098 1.97935 -1.73762  C59 1.090
69 H 5.62775 3.14393 -2.33245  C59 1.092
70 H 1.73737 4.39116 -1.46439  N60 1.016
71 H 2.86831 4.44967 -0.32507  N60 1.017